{
  "formula": "C21H33BI2IrN7S2",
  "method": "ωB97M-V/def2-TZVPD",
  "species": ["Ir", "I", "I", "S", "S", "N", "N", "N", "N", "N", "N", "N", "C", "C", "C", "C", "C", "C", "C", "C", "C", "C", "C", "C", "C", "C", "C", "C", "C", "C", "C", "C", "C", "B", "H", "H", "H", "H", "H", "H", "H", "H", "H", "H", "H", "H", "H", "H", "H", "H", "H", "H", "H", "H", "H", "H", "H", "H", "H", "H", "H", "H", "H", "H", "H", "H", "H"],
  "xyz": [[0.196655, 0.114348, -0.568158], [1.676525, 0.083040, -2.956501], [0.683091, 0.750383, -5.374285], [5.265006, 0.836288, 2.276683], [3.522541, 0.513948, -0.180208], [-2.690458, 0.883180, 0.119928], [-1.009529, 2.443655, 1.087636], [-1.341414, 0.194226, 2.088712], [-0.415331, -0.565499, 1.472975], [-2.063803, 0.033032, -0.702843], [0.115059, 2.197138, 0.400515], [5.576417, -0.999232, 0.524382], [6.575737, -1.388841, 1.499710], [-4.176554, 0.255003, -1.380170], [0.883303, 3.299507, 0.464977], [2.228544, 3.451474, -0.142446], [-3.825982, -2.566969, -2.480670], [6.751380, -0.209492, 2.457274], [-0.998382, 3.695044, 1.556006], [0.148360, -4.031732, 2.093129], [3.123910, 4.365716, 0.670789], [0.864544, -2.676333, 1.977627], [-0.771109, -1.393940, 3.512894], [4.813839, 0.036385, 0.811988], [0.197985, 4.282490, 1.198708], [2.165314, 3.833109, -1.616012], [-1.563436, -0.279476, 3.321325], [-0.065112, -1.560110, 2.306725], [-2.721836, -1.500837, -2.590117], [-2.948528, -0.411051, -1.608490], [-1.340805, -2.160736, -2.529180], [1.531342, -2.521067, 0.615465], [-3.958966, 1.050583, -0.277889], [-2.060750, 1.384116, 1.424419], [1.703803, 4.816494, -1.709349], [-0.769689, -1.983999, -3.437793], [-3.647849, -3.334838, -3.228770], [-0.683000, -4.081503, 1.395929], [-4.628678, 1.711685, 0.234223], [-0.692641, -1.993601, 4.395955], [0.843688, -4.835602, 1.866785], [-2.257795, 0.194397, 3.987145], [-1.812178, 4.098573, 2.124020], [1.570423, 3.123911, -2.186234], [-2.874348, -1.049104, -3.584164], [7.615328, 0.407929, 2.209203], [4.155615, 4.288831, 0.333912], [2.837372, 5.411456, 0.544240], [-0.762342, -1.799884, -1.669745], [3.159408, 3.895415, -2.050473], [6.234633, -2.284242, 2.034331], [-2.886565, 1.833084, 2.125031], [0.504243, 5.284456, 1.414355], [2.260075, -1.712661, 0.620284], [-1.442023, -3.238577, -2.429118], [2.039186, -3.439964, 0.333454], [1.640820, -2.685143, 2.756570], [3.072594, 4.134987, 1.733102], [-3.821460, -3.024081, -1.491240], [0.776645, -2.317470, -0.153358], [7.511698, -1.631837, 0.991886], [-5.087365, 0.158754, -1.933064], [-4.815722, -2.155401, -2.653511], [2.698612, 2.425594, -0.106140], [-0.233551, -4.193054, 3.096336], [6.832734, -0.518488, 3.498396], [5.440138, -1.537461, -0.322299]],
  "forces_ev_per_a": [[-3.583, 1.045, 3.854], [-0.495, 0.274, -0.115], [-0.035, -0.053, 0.452], [-0.448, -0.132, -0.389], [-0.469, 0.258, -0.597], [0.007, 0.922, 0.506], [-0.571, 0.150, 0.201], [-0.427, 0.509, 0.269], [0.425, 0.880, -1.955], [2.341, 0.002, -0.019], [0.050, -2.148, -1.021], [-0.770, 0.534, -0.502], [0.495, -0.500, 0.654], [0.971, -0.326, 0.135], [0.106, 0.558, 0.103], [0.086, -0.072, -0.262], [0.066, 0.077, 0.244], [0.305, 0.246, -0.100], [0.623, -0.058, -0.247], [0.026, 0.215, -0.109], [0.090, 0.110, 0.087], [0.311, -0.317, 0.172], [0.183, 0.302, -0.747], [1.097, -0.461, 1.110], [-0.009, -0.679, -0.358], [-0.006, 0.051, -0.015], [0.438, -0.435, -0.141], [-0.043, -0.117, 0.492], [-0.215, -0.084, -0.839], [-0.789, 0.212, -0.419], [-0.253, 0.048, -0.444], [0.028, 0.003, 0.288], [0.310, -0.398, -0.443], [0.403, -0.473, -0.469], [-0.052, 0.036, -0.016], [0.144, 0.100, 0.056], [-0.028, -0.081, -0.029], [-0.155, -0.075, -0.103], [-0.083, 0.068, 0.295], [-0.017, -0.194, 0.133], [0.042, -0.078, -0.014], [-0.178, 0.136, 0.027], [-0.244, -0.079, 0.136], [-0.088, -0.001, -0.089], [0.288, -0.046, 0.178], [-0.075, -0.048, -0.004], [0.063, -0.014, -0.023], [-0.083, -0.016, -0.040], [0.288, -0.021, 0.312], [0.113, -0.032, -0.020], [0.000, 0.145, -0.159], [-0.208, 0.169, 0.273], [0.211, 0.174, 0.030], [0.068, 0.089, 0.004], [0.108, -0.058, 0.207], [0.021, -0.044, -0.121], [-0.011, 0.125, -0.204], [0.062, -0.022, 0.049], [0.019, -0.084, 0.022], [-0.134, -0.147, -0.245], [-0.114, 0.043, 0.036], [-0.170, -0.169, -0.126], [-0.052, 0.075, -0.038], [0.122, -0.080, 0.113], [-0.064, 0.011, 0.070], [-0.073, -0.013, -0.076], [0.028, -0.012, -0.008]],
  "nbo_charge": [1.0723, 0.1016, 0.2648, 0.4783, 0.2644, -0.3277, -0.3109, -0.3175, -0.2994, -0.2416, -0.2544, -0.4846, -0.2411, -0.3006, 0.1813, -0.1891, -0.5841, -0.5298, 0.0646, -0.5884, -0.6203, -0.2727, -0.3080, -0.0902, -0.2984, -0.6068, 0.0635, 0.2104, -0.2898, 0.2281, -0.5521, -0.5889, 0.0710, 0.5129, 0.2519, 0.2264, 0.2349, 0.2141, 0.2602, 0.2669, 0.2307, 0.2594, 0.2626, 0.2001, 0.2491, 0.2661, 0.2350, 0.2492, 0.1326, 0.2363, 0.2410, 0.0143, 0.2696, 0.1860, 0.2547, 0.2561, 0.2395, 0.2281, 0.2168, 0.1736, 0.2667, 0.2704, 0.2325, 0.1919, 0.2377, 0.2841, 0.4444],
  "gap_ha": [0.1963, 0.1605],
  "multiplicity": 2,
  "total_charge": 3,
  "homo_energy_ev": [-16.9, -16.9],
  "e_lumo_ha": [-0.424, -0.460],
  "max_force_ev_per_a": 5.366
}

{
  "formula": "C10H14I2N",
  "method": "ωB97M-V/def2-TZVPD",
  "species": ["I", "I", "N", "C", "C", "C", "C", "C", "C", "C", "C", "C", "C", "H", "H", "H", "H", "H", "H", "H", "H", "H", "H", "H", "H", "H", "H"],
  "xyz": [[-3.172972, -1.663718, -0.187347], [-3.096001, 1.785751, 0.384671], [-0.419831, -0.406146, 2.023068], [-1.369801, 0.722863, -0.362548], [-0.099592, 1.356219, -0.475454], [2.010688, 1.364186, -2.024579], [-1.453246, -0.571324, -0.563487], [0.887184, 0.540704, -1.411659], [0.642527, 1.498242, 0.942920], [0.622035, -0.664677, -1.790379], [-0.523055, -1.474741, -1.225854], [-0.612152, -1.765992, 2.473924], [0.574747, 0.164889, 1.431652], [-0.497282, -1.786918, 3.556749], [-1.121300, -1.946370, -2.067433], [1.548519, 1.908244, 0.809612], [-0.016592, -2.328896, -0.608792], [0.113808, 2.218620, 1.506506], [1.166732, -0.452494, 0.880538], [2.793678, 0.652047, -2.039329], [-1.670305, -1.914012, 2.112700], [1.273344, -1.251197, -2.457863], [-1.121316, 0.269673, 2.464778], [1.697330, 1.734432, -2.927345], [-0.228558, -2.507904, 1.820260], [-0.216505, 2.316423, -0.870276], [2.287923, 2.202091, -1.395023]],
  "forces_ev_per_a": [[-0.926, -0.386, 0.162], [1.172, 0.038, -0.225], [0.375, 3.130, 1.797], [-2.287, -0.234, 0.512], [2.858, -1.177, -0.474], [-0.594, -1.123, 3.114], [-2.186, -1.210, 0.357], [-0.768, 3.516, 0.318], [-3.909, 0.124, -0.152], [-0.080, -2.996, -0.403], [1.999, -0.935, -1.229], [-2.898, 0.370, -1.099], [-1.704, -0.559, 0.750], [0.140, -0.568, -0.288], [0.994, 0.170, 0.936], [3.577, 0.803, -0.671], [-1.403, 1.303, -0.759], [-0.967, 0.648, 0.880], [2.276, -2.281, -0.714], [1.326, -0.148, -0.758], [0.426, -0.064, 1.421], [-0.129, 0.625, 0.188], [1.051, -1.121, -0.855], [-0.405, 0.743, -2.434], [1.732, -0.520, -0.040], [0.180, 1.735, -0.494], [0.151, 0.114, 0.159]],
  "nbo_charge": [0.2201, 0.1949, -0.3996, -0.1556, -0.2950, -0.6316, -0.1759, 0.0295, -0.4771, -0.1996, -0.5373, -0.4580, 0.3039, 0.2540, 0.2697, 0.2603, 0.2437, 0.2440, 0.2117, 0.2316, 0.2517, 0.2320, 0.4367, 0.2365, 0.2442, 0.2575, 0.2077],
  "gap_ha": 0.2936,
  "total_charge": 1,
  "homo_energy_ev": -12.2,
  "relative_energy_kj_mol": 86.4,
  "e_lumo_ha": -0.157,
  "max_force_ev_per_a": 3.914
}

{
  "formula": "C3H6N2O",
  "method": "ωB97M-V/def2-TZVPD",
  "species": ["O", "N", "N", "C", "C", "C", "H", "H", "H", "H", "H", "H"],
  "xyz": [[-0.669724, 2.478358, -0.282800], [0.587689, -1.127399, 0.249112], [1.367175, 0.931697, 0.871900], [1.478413, -0.158782, 0.124210], [-1.290806, -0.472707, -0.330864], [-0.378009, 1.424247, 0.071205], [0.747163, -1.853952, -0.450517], [-1.845522, -0.478386, 0.602122], [0.831979, 0.661397, 1.700882], [2.169949, -0.104551, -0.723740], [-1.238430, -1.473716, -0.755844], [-1.759880, 0.173790, -1.075668]],
  "forces_ev_per_a": [[0.333, -1.052, 0.374], [0.205, 0.069, -0.086], [0.057, -0.254, 0.000], [-0.040, 0.109, -0.008], [-0.319, -0.166, -0.086], [-0.391, 1.017, -0.382], [-0.045, 0.084, 0.078], [0.123, 0.035, -0.117], [0.008, 0.071, -0.059], [-0.105, -0.037, 0.099], [0.050, 0.171, 0.078], [0.123, -0.048, 0.109]],
  "nbo_charge": [-0.5112, -0.6455, -0.6571, 0.2289, -0.4967, 0.6228, 0.3472, 0.2147, 0.3534, 0.1539, 0.1928, 0.1968],
  "gap_ha": [0.3417, 0.3418],
  "total_charge": 0,
  "homo_energy_ev": [-9.2, -9.2],
  "relative_energy_kj_mol": 524.2,
  "e_lumo_ha": [0.005, 0.005],
  "max_force_ev_per_a": 1.165
}